P) A cluster of 2 separate species, CH2ClOP in total, computed with ωB97M-V/def2-TZVPD.

Total charge ... 0
Orbital gap (alpha / beta) ... 9.542 / 5.459 eV

Last column: Mulliken charge in e.
Element x y z (Å)
C (0.23, 1.33, 1.16)  0.166
O (-0.26, 0.73, 0.26)  -0.154
P (-0.70, -1.13, -1.32)  0.049
Cl (0.67, 0.12, 2.59)  -0.140
H (0.59, -1.19, -0.93)  0.031
H (-0.52, 0.14, -1.76)  0.048

***

Q) A cluster of 2 separate species, CH2ClOP in total, computed with ωB97M-V/def2-TZVPD.

Total charge ... 0
Orbital gap ... 10.273 eV

Last column: Mulliken charge in e.
Element x y z (Å)
C (-2.14, 0.28, 0.56)  0.167
O (-3.05, -0.41, 0.37)  -0.173
P (1.08, -0.47, -0.62)  0.083
Cl (2.79, -0.15, 0.52)  -0.227
H (0.99, 0.77, -1.27)  0.083
H (0.33, -0.02, 0.46)  0.067

***

R) A cluster of 2 separate species, CH2ClOP in total, computed with ωB97M-V/def2-TZVPD.

Total charge ... 0
Orbital gap (alpha / beta) ... 7.554 / 7.835 eV

Last column: Mulliken charge in e.
Element x y z (Å)
C (-0.37, 0.96, 0.34)  0.207
O (-1.23, 0.96, 1.14)  -0.294
P (1.11, -1.27, -0.20)  0.037
Cl (0.09, 2.30, -0.67)  -0.084
H (0.36, -0.98, -1.20)  0.047
H (0.05, -1.98, 0.61)  0.087

***

Best to worst by energy: Q), R), P).

***

P) A structure of composition C4H4O3, computed with ωB97M-V/def2-TZVPD.

Total charge ... 0
Orbital gap ... 9.257 eV

Last column: Mulliken charge in e.
Element x y z (Å)
C (0.44, -0.66, -1.71)  -0.247
C (-0.42, 0.20, -1.00)  0.728
C (0.70, -1.57, -2.60)  0.753
C (-0.39, 0.58, 0.49)  -1.050
O (1.05, -2.43, -3.27)  -0.317
O (-1.34, 0.76, -1.60)  -0.562
O (1.76, -1.72, -0.97)  -0.546
H (-0.67, -0.14, 1.25)  0.315
H (-0.94, 1.55, 0.56)  0.307
H (0.70, 0.77, 0.80)  0.319
H (1.57, -1.55, -0.03)  0.301

***

Q) A cluster of 2 separate species, C4H4O3 in total, computed with ωB97M-V/def2-TZVPD.

Total charge ... 0
Orbital gap ... 10.697 eV

Last column: Mulliken charge in e.
Element x y z (Å)
O (-1.07, 2.24, -2.17)  -0.187
C (-0.48, 1.73, -1.35)  0.130
O (-1.97, 0.03, -0.33)  -0.520
C (-1.15, 0.04, 0.57)  -0.120
C (0.21, -0.45, 0.45)  0.274
C (1.46, -0.72, -0.25)  -0.101
O (1.39, -0.28, 1.14)  -0.435
H (-0.51, -1.36, 0.78)  0.142
H (-1.38, 0.21, 1.64)  0.345
H (2.01, -0.05, -0.92)  0.258
H (1.66, -1.78, -0.37)  0.214

***

R) An isolated molecule of C4H4O3, computed with ωB97M-V/def2-TZVPD.

SMILES ... O=CC1(C=O)CO1
Total charge ... 0
Orbital gap ... 10.415 eV

Last column: Mulliken charge in e.
Element x y z (Å)
O (-0.55, -2.13, 0.81)  -0.452
C (0.23, -1.48, 0.16)  -0.152
C (0.15, 0.03, 0.03)  1.041
C (0.41, 0.55, -1.35)  -0.198
O (0.19, -0.12, -2.32)  -0.462
C (-0.69, 0.79, 0.96)  -0.530
O (0.72, 0.76, 1.10)  -0.433
H (1.09, -1.95, -0.36)  0.326
H (0.83, 1.58, -1.40)  0.351
H (-1.12, 1.74, 0.66)  0.264
H (-1.25, 0.22, 1.71)  0.246

***

S) An isolated molecule of C4H4O3, computed with ωB97M-V/def2-TZVPD.

SMILES ... CC(=O)C(=O)C=O
Total charge ... 0
Orbital gap ... 9.163 eV

Last column: Mulliken charge in e.
Element x y z (Å)
C (-0.39, 1.18, 0.88)  -1.038
C (0.75, 0.32, 0.42)  0.656
O (1.74, 0.05, 1.04)  -0.512
C (0.44, -0.24, -0.97)  0.402
O (0.67, 0.30, -2.01)  -0.487
C (-0.25, -1.59, -0.82)  0.110
O (-1.30, -1.76, -0.27)  -0.410
H (-0.55, 1.99, 0.18)  0.357
H (-1.30, 0.57, 0.91)  0.329
H (-0.18, 1.58, 1.87)  0.287
H (0.36, -2.42, -1.22)  0.306

***

Best to worst by energy: S), R), Q), P).

***

P) A cluster of 2 separate species, C5H10N2O in total, computed with ωB97M-V/def2-TZVPD.

SMILES ... CCc1c[nH]cn1.O
Total charge ... 0
Orbital gap ... 9.565 eV

Last column: Mulliken charge in e.
Element x y z (Å)
C (-2.29, 1.18, -1.09)  -1.544
C (-0.80, 1.42, -0.51)  -0.456
C (0.12, 0.23, -0.34)  0.887
C (1.07, 0.13, 0.67)  -1.033
N (2.10, -0.66, 0.18)  -0.023
C (1.70, -1.15, -1.06)  -0.227
N (0.51, -0.58, -1.42)  -0.587
H (-2.27, 0.93, -2.10)  0.381
H (-2.89, 1.96, -1.19)  0.523
H (-2.74, 0.45, -0.57)  0.427
H (-0.27, 2.24, -1.06)  0.252
H (-1.00, 1.77, 0.44)  0.317
H (1.22, 0.77, 1.63)  0.441
H (2.87, -1.01, 0.74)  0.237
H (2.42, -1.65, -1.64)  0.402
O (0.31, -2.24, 2.72)  -0.682
H (-0.38, -2.54, 1.98)  0.343
H (0.32, -1.25, 2.62)  0.340

***

Q) An isolated molecule of C5H10N2O, computed with ωB97M-V/def2-TZVPD.

SMILES ... CC(=O)/C(N)=C(/C)N
Total charge ... 0
Orbital gap ... 7.640 eV

Last column: Mulliken charge in e.
Element x y z (Å)
C (0.15, -1.63, -1.62)  -1.287
C (0.48, -1.42, -0.16)  0.784
O (1.03, -2.34, 0.44)  -0.599
C (0.40, -0.02, 0.68)  0.415
N (0.75, -0.24, 2.00)  -0.450
C (-0.78, 0.50, 0.25)  -0.020
C (0.02, 2.01, 0.74)  -1.338
N (-1.44, 0.74, -0.92)  -0.510
H (0.65, -2.54, -1.95)  0.365
H (-0.92, -1.83, -1.75)  0.280
H (0.46, -0.81, -2.26)  0.316
H (0.76, -1.21, 2.31)  0.221
H (1.28, 0.44, 2.52)  0.202
H (-0.68, 2.76, 0.35)  0.435
H (0.96, 2.41, 0.35)  0.359
H (-0.03, 2.18, 1.82)  0.331
H (-2.25, 0.14, -1.05)  0.282
H (-0.87, 0.86, -1.76)  0.213

***

Best to worst by energy: P), Q).

***

P) A cluster of 3 separate species, C5H10N2O in total, computed with ωB97M-V/def2-TZVPD.

Total charge ... 0
Orbital gap (alpha / beta) ... 7.767 / 7.365 eV

Last column: Mulliken charge in e.
Element x y z (Å)
C (-0.31, 0.58, 0.95)  -0.098
C (-0.50, 0.86, -2.54)  -1.059
N (-0.24, -0.57, 2.70)  -0.526
C (0.40, 1.13, -1.38)  0.480
C (0.34, -0.36, 0.21)  0.266
C (0.75, -1.56, -0.08)  -0.760
O (-0.93, -1.82, 2.80)  -0.395
N (1.35, 1.94, -1.41)  -0.679
H (-1.80, -1.74, 3.21)  0.299
H (0.71, -0.94, 2.81)  0.253
H (1.85, 2.06, -0.53)  0.257
H (-1.35, 0.79, 0.75)  0.232
H (0.25, 1.39, 1.40)  0.242
H (-1.53, 1.10, -2.28)  0.269
H (-0.47, -0.19, -2.82)  0.263
H (-0.22, 1.47, -3.40)  0.361
H (1.19, -1.80, -1.04)  0.302
H (0.51, -2.35, 0.62)  0.293

***

Q) An isolated molecule of C5H10N2O, computed with ωB97M-V/def2-TZVPD.

SMILES ... CN1NCC=C1CO
Total charge ... 0
Orbital gap ... 8.377 eV

Last column: Mulliken charge in e.
Element x y z (Å)
C (0.89, 1.59, -1.25)  -0.798
N (-0.13, 0.70, -0.56)  0.257
N (-1.35, 1.25, -0.24)  -0.604
C (-1.64, 0.63, 1.08)  -0.735
C (-0.88, -0.68, 1.00)  -0.277
C (0.07, -0.51, 0.08)  0.070
C (1.43, -1.59, -0.18)  -0.507
O (1.18, -2.71, 0.62)  -0.479
H (0.45, 2.02, -2.15)  0.259
H (1.24, 2.51, -0.64)  0.240
H (1.78, 0.99, -1.41)  0.317
H (-2.07, 0.84, -0.91)  0.270
H (-2.67, 0.53, 1.34)  0.400
H (-1.23, 1.22, 1.84)  0.223
H (-1.16, -1.35, 1.77)  0.377
H (2.21, -0.90, 0.35)  0.292
H (1.69, -1.79, -1.15)  0.363
H (0.21, -2.75, 0.41)  0.330

***

R) A cluster of 3 separate species, C5H10N2O in total, computed with ωB97M-V/def2-TZVPD.

Total charge ... 0
Orbital gap ... 8.086 eV

Last column: Mulliken charge in e.
Element x y z (Å)
C (-0.38, 1.92, -0.32)  -0.399
C (0.78, 0.75, -0.51)  -0.455
C (0.32, -0.21, 0.61)  -0.060
C (-0.66, -1.37, 0.42)  -0.350
C (1.44, -2.29, 1.06)  0.143
H (-1.59, 2.92, -2.70)  0.157
H (-2.43, 0.37, -1.81)  0.156
H (-0.02, 3.10, -0.39)  0.309
H (-0.52, 1.94, 0.90)  0.262
H (0.62, 0.19, -1.54)  0.278
H (1.94, 0.94, -0.46)  0.278
H (0.67, -0.17, 1.77)  0.301
H (-1.52, -1.47, -0.48)  0.173
H (-1.14, -1.64, 1.45)  0.259
H (1.03, -3.45, 1.31)  0.246
N (-1.73, 1.94, -1.11)  -0.503
N (0.75, -1.61, 0.12)  -0.298
O (2.43, -1.86, 1.67)  -0.499

***

Best to worst by energy: Q), P), R).

***

P) An isolated molecule of C7H11N, computed with ωB97M-V/def2-TZVPD.

SMILES ... C[C@@]12C=C[C@@H](CN1)C2
Total charge ... 0
Orbital gap ... 9.626 eV

Last column: Mulliken charge in e.
Element x y z (Å)
C (0.41, 0.85, -1.90)  -1.439
C (0.04, 0.30, -0.62)  0.793
C (-0.58, 1.37, 0.48)  -0.434
C (-0.18, 0.76, 1.69)  -0.723
C (0.20, -0.73, 1.33)  0.010
C (-1.00, -1.31, 0.66)  -0.585
N (-0.79, -0.92, -0.80)  -0.535
C (1.28, -0.31, 0.19)  -0.771
H (-0.38, 1.57, -2.27)  0.295
H (0.77, 0.29, -2.72)  0.404
H (1.21, 1.60, -1.58)  0.310
H (-1.14, 2.10, -0.05)  0.403
H (-0.57, 1.06, 2.66)  0.369
H (0.69, -1.20, 2.21)  0.440
H (-2.06, -0.93, 1.03)  0.236
H (-1.15, -2.42, 0.81)  0.310
H (-0.33, -1.60, -1.35)  0.282
H (1.83, 0.78, 0.51)  0.313
H (1.76, -1.23, -0.29)  0.322

***

Q) A structure of composition C7H11N, computed with ωB97M-V/def2-TZVPD.

Total charge ... 0
Orbital gap ... 9.850 eV

Last column: Mulliken charge in e.
Element x y z (Å)
C (-0.89, -1.58, 0.70)  -0.849
C (-1.96, -0.57, 0.08)  -0.520
C (-0.78, 0.28, 0.17)  -0.028
C (0.24, -0.77, -0.11)  0.102
C (1.47, -0.01, -0.10)  -0.112
C (1.06, 0.83, -1.29)  -0.687
C (1.09, 1.30, 0.66)  -0.516
H (-0.87, -2.62, 0.46)  0.367
H (-0.98, -1.35, 1.74)  0.337
H (-2.40, -0.91, -0.97)  0.261
H (-2.72, -0.43, 0.87)  0.279
H (-0.76, 0.50, 1.26)  0.144
H (-0.01, -1.05, -1.23)  0.153
H (2.47, -0.45, -0.13)  0.421
H (0.76, 0.33, -2.16)  0.398
H (1.72, 1.69, -1.57)  0.272
H (1.76, 2.09, 0.37)  0.329
H (0.81, 1.21, 1.69)  0.331
N (-0.01, 1.52, -0.44)  -0.682

***

Best to worst by energy: P), Q).

***

P) A cluster of 2 separate species, C3H9NO2 in total, computed with ωB97M-V/def2-TZVPD.

SMILES ... CC(N)=O.CO
Total charge ... 0
Orbital gap ... 10.608 eV

Last column: Mulliken charge in e.
Element x y z (Å)
C (-0.44, 0.46, -2.36)  -0.895
C (-0.13, -0.52, -1.25)  0.677
N (-1.09, -1.42, -0.94)  -0.361
O (0.95, -0.50, -0.66)  -0.607
H (-1.43, 0.28, -2.75)  0.336
H (0.31, 0.35, -3.13)  0.258
H (-0.34, 1.47, -1.95)  0.219
H (-0.92, -2.10, -0.21)  0.248
H (-2.00, -1.39, -1.35)  0.172
C (0.65, 1.49, 2.57)  -0.538
O (0.16, 0.18, 2.33)  -0.500
H (-0.03, 2.05, 3.21)  0.247
H (1.62, 1.44, 3.06)  0.222
H (0.78, 2.05, 1.63)  0.233
H (0.00, 0.11, 1.39)  0.289

***

Q) A cluster of 2 separate species, C3H9NO2 in total, computed with ωB97M-V/def2-TZVPD.

SMILES ... CC(=O)O.CN
Total charge ... 0
Orbital gap ... 10.265 eV

Last column: Mulliken charge in e.
Element x y z (Å)
C (-0.81, 3.22, 0.62)  -0.924
C (-0.38, 1.80, 0.36)  0.672
O (0.07, 1.08, 1.21)  -0.504
O (-0.88, 1.30, -0.82)  -0.449
H (-1.72, 3.20, 1.22)  0.240
H (-0.98, 3.77, -0.31)  0.303
H (-0.07, 3.76, 1.18)  0.314
H (-0.39, 0.50, -1.02)  0.342
C (0.32, -2.73, 0.04)  -0.645
N (1.47, -2.27, -0.77)  -0.541
H (-0.33, -3.46, -0.45)  0.290
H (-0.35, -1.89, 0.20)  0.172
H (0.73, -3.08, 0.99)  0.289
H (2.18, -2.98, -0.73)  0.230
H (1.14, -2.22, -1.73)  0.211

***

Best to worst by energy: P), Q).